*a*
Density functional theory data (ωB97M-V/def2-TZVPD) for one molecule with the formula C4H6F2S2.

Values from the calculation:
SMILES	FCCSC(=S)CF
orbital gap	8.70	eV

Structure (ORCA input):
```
! RIJCOSX wB97M-V def2-TZVPD def2/J DEFGRID3
* xyz 0 1
F -2.96634 -0.81652 -0.62796
C -2.58433 0.12082 0.30628
C -1.20057 0.65530 -0.03345
S -0.02576 -0.71672 -0.03562
C 1.48213 0.11011 -0.13661
S 1.73284 1.72793 -0.19926
C 2.66787 -0.83104 -0.14315
F 2.28592 -2.14740 -0.03251
H -3.29378 0.96250 0.30274
H -2.58701 -0.32841 1.29610
H -1.20132 1.15864 -1.01173
H -0.88961 1.39159 0.71629
H 3.23859 -0.70548 -1.07681
H 3.34137 -0.58132 0.67569
*
```

*b*
Density functional theory data (ωB97M-V/def2-TZVPD) for one molecule with the formula C4H6F2S2.

Values from the calculation:
SMILES	FC(F)C(=S)CCS
orbital gap	8.40	eV

Structure (ORCA input):
```
! RIJCOSX wB97M-V def2-TZVPD def2/J DEFGRID3
* xyz 0 1
F 1.91607 -1.49300 0.94250
C 1.74444 -0.83827 -0.21928
F 0.88345 -1.60042 -0.93893
C 1.17366 0.54340 0.11021
S 2.01260 1.89909 -0.11893
C -0.22079 0.44508 0.67357
C -1.27008 0.53476 -0.39847
S -3.02204 0.20893 0.10033
H 2.71007 -0.82505 -0.72160
H -0.36151 -0.54395 1.18978
H -0.33676 1.25879 1.41731
H -1.28862 1.60485 -0.77493
H -1.01761 -0.03929 -1.28608
H -2.92287 -1.15493 0.02454
*
```

Most stable structure - *a*; separation to the second - 15.0 kJ/mol.

*a*
Density functional theory data (ωB97M-V/def2-TZVPD) for a 2-piece molecular cluster, C3H3FO2 overall.

Values from the calculation:
orbital gap (alpha / beta)	9.23 / 7.50	eV

Structure (ORCA input):
```
! RIJCOSX wB97M-V def2-TZVPD def2/J DEFGRID3
* xyz 0 1
C 1.89299 0.15603 -0.71551
C -1.19360 -0.06240 1.03775
C -0.77699 -0.00271 -0.31528
O 2.69785 0.75167 -0.09135
O -0.97370 -1.15612 0.18719
F 2.08595 -0.30048 -1.99359
H -0.46646 0.05774 1.80221
H -2.23869 0.20199 1.30500
H -1.02735 0.35429 -1.21641
*
```

*b*
Density functional theory data (ωB97M-V/def2-TZVPD) for a 2-piece molecular cluster, C3H3FO2 overall.

Values from the calculation:
orbital gap	9.88	eV

Structure (ORCA input):
```
! RIJCOSX wB97M-V def2-TZVPD def2/J DEFGRID3
* xyz 0 1
C 0.11749 0.86464 0.17708
C -1.56705 -0.41972 0.28447
C 1.21322 -0.08445 -0.15290
O 0.07357 2.04175 0.29458
O -1.26739 -1.53914 0.26543
F -2.78018 0.02326 -0.00098
H 2.19885 0.13501 0.22831
H 1.29086 -0.04016 -1.24653
H 0.72065 -0.98121 0.15054
*
```

Most stable structure - *b*; separation to the second - 323.0 kJ/mol.

*a*
Density functional theory data (ωB97M-V/def2-TZVPD) for an isolated ion of composition C8H14N3 and charge +1.

Values from the calculation:
SMILES	C/[NH+]=C(\N)n1c(C)ccc1C
orbital gap	8.72	eV

Structure (ORCA input):
```
! RIJCOSX wB97M-V def2-TZVPD def2/J DEFGRID3
* xyz 1 1
C -3.07888 -0.27893 0.41613
N -1.66679 -0.33344 0.31928
C -0.75252 0.41258 -0.20690
N -1.05908 1.63755 -0.73693
N 0.54071 0.08331 -0.14949
C 1.63708 0.90780 0.10425
C 1.57012 2.34338 0.28780
C 2.72860 0.13286 0.16964
C 2.32228 -1.23857 0.05951
C 1.00976 -1.28820 -0.15672
C 0.18188 -2.56489 -0.29715
H -3.36128 0.70970 0.87269
H -3.29349 -1.07353 1.06248
H -3.74924 -0.22369 -0.44548
H -1.26904 -1.24150 0.63144
H -0.71207 2.04144 -1.62281
H -2.01983 1.62977 -0.86404
H 1.53851 3.13101 -0.50943
H 0.72652 2.50593 0.97544
H 2.50715 2.84240 0.69217
H 3.60043 0.55680 0.34987
H 2.92196 -2.04710 0.11864
H -0.51785 -2.52221 0.56323
H -0.42846 -2.55610 -1.28531
H 0.62353 -3.56635 -0.34833
*
```

*b*
Density functional theory data (ωB97M-V/def2-TZVPD) for an isolated ion of composition C8H14N3 and charge +1.

Values from the calculation:
SMILES	C1=NCC[C@@H]2[C@H]1N1CC[N@@H+]2C1
orbital gap	10.34	eV

Structure (ORCA input):
```
! RIJCOSX wB97M-V def2-TZVPD def2/J DEFGRID3
* xyz 1 1
C 1.66265 -1.60812 -0.00656
N 2.71820 -0.99985 -0.27109
C 2.84058 0.36540 0.22005
C 1.59254 1.17960 -0.21209
C 0.39372 0.58933 0.44676
C 0.39912 -1.02936 0.62426
N -0.79138 -1.47765 -0.25302
C -2.04230 -1.16341 0.44172
C -2.15131 0.38621 0.34462
N -0.86548 0.64069 -0.43116
C -0.70363 -0.65327 -1.36146
H 1.59529 -2.56397 -0.61964
H 3.68500 0.73375 -0.31468
H 3.16137 0.42045 1.30281
H 1.70576 2.37410 -0.05971
H 1.58071 1.06581 -1.32670
H 0.11830 1.02866 1.34733
H 0.24819 -1.41410 1.68297
H -2.03352 -1.59022 1.37271
H -2.82032 -1.47643 -0.15126
H -2.97531 0.75872 -0.25542
H -2.17177 0.93490 1.28263
H -0.85760 1.51656 -0.94571
H 0.26489 -0.85546 -1.80890
H -1.55988 -0.87007 -2.00116
*
```

Most stable structure - *a*; separation to the second - 80.7 kJ/mol.

*a*
Density functional theory data (ωB97M-V/def2-TZVPD) for a 6-piece molecular cluster, C24H36O18 overall.

Values from the calculation:
SMILES	C[C@H]1COC(=O)O1.C[C@H]1COC(=O)O1.C[C@H]1COC(=O)O1.C[C@H]1COC(=O)O1.C[C@H]1COC(=O)O1.C[C@H]1COC(=O)O1
orbital gap	10.66	eV

Structure (ORCA input):
```
! RIJCOSX wB97M-V def2-TZVPD def2/J DEFGRID3
* xyz 0 1
C 3.77183 -1.70858 4.00967
C 4.28883 -2.47458 2.83067
C 3.48183 -3.76458 2.64267
O 2.97983 -3.66458 1.28867
C 3.34783 -2.57558 0.74767
O 3.17483 -2.11558 -0.39933
O 4.11683 -1.87958 1.64367
H 4.30583 -0.56958 3.99167
H 4.36583 -2.14158 4.88667
H 2.82483 -1.42958 4.25267
H 5.25283 -2.70958 2.79867
H 2.56583 -3.67358 3.30567
H 4.04083 -4.54658 3.05667
C -2.48317 4.10142 2.33967
C -3.32517 3.35942 3.38067
C -4.03017 2.08442 2.88367
O -3.82517 1.19042 3.90667
C -2.92817 1.60142 4.81367
O -2.50717 0.94442 5.77767
O -2.58217 2.90542 4.49067
H -2.92317 4.59442 1.61567
H -1.82217 3.37442 1.89067
H -1.82517 5.03142 2.75767
H -3.97917 3.95942 3.84867
H -3.56717 1.66142 2.00067
H -5.14617 2.04542 2.76767
C -0.06017 -3.42258 -0.69433
C -0.65017 -4.06658 0.56267
C 0.19483 -5.17258 1.10967
O 0.38383 -4.83158 2.43867
C 0.01883 -3.65158 2.72267
O 0.11283 -3.10658 3.84167
O -0.48217 -3.08758 1.63267
H -0.59217 -2.43058 -0.91933
H -0.29217 -4.11258 -1.71233
H 0.88183 -3.19958 -0.60833
H -1.78417 -4.31658 0.60467
H 1.06283 -5.20558 0.43167
H -0.35517 -6.10758 1.13367
C 1.83583 0.77342 -2.81233
C 1.59883 -0.55758 -3.58433
C 0.30983 -0.51058 -4.26233
O 0.59183 -0.37958 -5.62233
C 1.87683 -0.62158 -5.85133
O 2.52583 -0.76458 -6.92433
O 2.47483 -0.60858 -4.58833
H 1.09983 0.71642 -1.93733
H 1.60583 1.42942 -3.56633
H 2.88883 1.02042 -2.55233
H 1.62183 -1.36358 -2.94033
H -0.38117 0.23742 -3.93633
H -0.28617 -1.49558 -4.00233
C 1.80483 0.94242 1.38467
C 0.72483 -0.16858 1.62067
C -0.45017 0.37642 2.39467
O -1.33017 0.66442 1.33667
C -0.95617 0.07442 0.22967
O -1.62117 0.04642 -0.74433
O 0.19383 -0.48758 0.35767
H 2.21983 1.23842 2.35367
H 1.27283 1.72042 1.09567
H 2.67983 0.71242 0.76767
H 0.92383 -1.02758 2.19567
H -0.30517 1.27742 3.04867
H -0.88217 -0.25658 3.12667
C -2.67317 3.29042 -2.64033
C -2.14117 2.89142 -4.18833
C -2.84317 3.79542 -5.27033
O -1.72517 4.38142 -5.90233
C -0.57517 4.15742 -5.21633
O 0.45383 4.73642 -5.41333
O -0.82217 3.44342 -4.14333
H -2.19617 2.77742 -1.82933
H -3.85517 2.84242 -2.76633
H -2.57717 4.28842 -2.43033
H -2.24617 1.82242 -4.11633
H -3.47917 4.52442 -5.02033
H -3.37017 3.17242 -5.72333
*
```

*b*
Density functional theory data (ωB97M-V/def2-TZVPD) for a 6-piece molecular cluster, C24H36O18 overall.

Values from the calculation:
SMILES	C[C@H]1COC(=O)O1.C[C@H]1COC(=O)O1.C[C@H]1COC(=O)O1.C[C@H]1COC(=O)O1.C[C@H]1COC(=O)O1.C[C@H]1COC(=O)O1
orbital gap	10.67	eV

Structure (ORCA input):
```
! RIJCOSX wB97M-V def2-TZVPD def2/J DEFGRID3
* xyz 0 1
C 7.44618 -13.65190 15.07020
C 6.44624 -13.27778 16.17179
C 5.96805 -14.43268 17.09558
O 6.06020 -13.76562 18.35859
C 6.61441 -12.56676 18.26551
O 6.69085 -11.84483 19.24714
O 6.95830 -12.32679 17.02646
H 7.46213 -12.89761 14.28350
H 7.17315 -14.59448 14.59577
H 8.43570 -13.81181 15.49844
H 5.57963 -12.76557 15.75379
H 6.63937 -15.29005 17.14400
H 4.95017 -14.63833 16.76432
C 10.61663 -9.39255 15.90700
C 9.18337 -9.98072 16.19260
C 8.42616 -9.43534 17.41971
O 7.19840 -8.94451 16.98512
C 7.11488 -9.13814 15.69089
O 6.13554 -8.86534 14.98800
O 8.28372 -9.67433 15.17096
H 10.97004 -9.69536 14.92135
H 11.43131 -9.59445 16.60245
H 10.57367 -8.30418 15.86576
H 9.21120 -11.06247 16.32354
H 8.90961 -8.55736 17.84812
H 8.35668 -10.23387 18.15838
C 9.14868 -17.34609 16.75179
C 8.80692 -17.89724 15.38121
C 7.81286 -19.01636 15.35951
O 7.21233 -18.78684 14.10759
C 7.57716 -17.53599 13.62930
O 7.20954 -17.01262 12.60831
O 8.38234 -16.94974 14.46595
H 8.38216 -16.67312 17.13608
H 10.08530 -16.78882 16.73451
H 9.11580 -18.22651 17.39357
H 9.77114 -18.28239 15.04949
H 7.15513 -19.05620 16.22778
H 8.42987 -19.91286 15.29882
C 3.55121 -12.32288 22.99476
C 4.73650 -12.47821 22.10547
C 6.02122 -11.88536 22.67073
O 6.82096 -13.03536 22.62079
C 6.18097 -14.05219 22.07200
O 6.66470 -15.08553 21.73688
O 4.95046 -13.87564 22.09013
H 3.71429 -12.69909 24.00470
H 2.72871 -12.89814 22.56971
H 3.22970 -11.28238 23.04049
H 4.48765 -11.93135 21.19601
H 5.90472 -11.44574 23.66132
H 6.51168 -11.10149 22.09358
C 1.41536 -20.18430 16.00044
C 2.71420 -19.99848 16.79035
C 3.96873 -20.60545 16.12347
O 4.86946 -19.51784 16.06928
C 4.24927 -18.37825 16.32219
O 4.70143 -17.28676 16.13360
O 2.97707 -18.60439 16.72308
H 0.49533 -19.99054 16.55190
H 1.32648 -21.21423 15.65484
H 1.31134 -19.55958 15.11331
H 2.70105 -20.41846 17.79610
H 3.75218 -21.02324 15.14029
H 4.43070 -21.36306 16.75648
C 6.49818 -11.16582 11.68963
C 5.64489 -9.99614 11.43555
C 6.20697 -8.80503 10.69383
O 5.23123 -8.34542 9.72117
C 4.41394 -9.31912 9.51730
O 3.52786 -9.27373 8.66176
O 4.66357 -10.31884 10.43300
H 7.34312 -11.29898 11.01402
H 5.80558 -12.00379 11.61087
H 6.84009 -11.15158 12.72452
H 5.16751 -9.68325 12.36416
H 7.16942 -9.07915 10.26181
H 6.55044 -8.06993 11.42167
*
```

Most stable structure - *b*; separation to the second - 573.2 kJ/mol.

*a*
Density functional theory data (ωB97M-V/def2-TZVPD) for a 2-piece molecular cluster, C5H14S overall.

Values from the calculation:
SMILES	CCC.CSC
orbital gap	9.41	eV

Structure (ORCA input):
```
! RIJCOSX wB97M-V def2-TZVPD def2/J DEFGRID3
* xyz 0 1
C -2.38160 -2.61820 0.64249
C -2.39822 -1.10383 0.42431
C -1.01706 -0.70516 -0.22251
H -2.12699 -3.16181 -0.26896
H -1.60830 -2.90625 1.35817
H -3.35042 -2.90257 1.06348
H -2.52806 -0.69954 1.42505
H -3.18166 -0.83480 -0.26844
H -0.68740 0.10068 0.41753
H -1.18635 -0.33545 -1.23352
H -0.35924 -1.56796 -0.28916
C 3.06379 1.60544 0.75948
S 3.18319 2.43190 -0.80019
C 1.56919 2.16122 -1.56278
H 3.73839 0.75438 0.87447
H 3.25202 2.12167 1.71558
H 2.08726 1.31393 1.16991
H 1.72596 2.41748 -2.60757
H 0.84718 2.83275 -1.10629
H 1.35834 1.09614 -1.49105
*
```

*b*
Density functional theory data (ωB97M-V/def2-TZVPD) for a 2-piece molecular cluster, C5H14S overall.

Values from the calculation:
SMILES	CCC.CSC
orbital gap	9.43	eV

Structure (ORCA input):
```
! RIJCOSX wB97M-V def2-TZVPD def2/J DEFGRID3
* xyz 0 1
C -1.31327 -0.16959 -0.77904
C -1.92701 -1.52378 -0.32522
C -0.83218 -2.57367 -0.31129
H -0.59039 0.07622 0.00395
H -2.07381 0.57648 -0.98390
H -0.64198 -0.29651 -1.63246
H -2.38335 -1.43855 0.66054
H -2.68177 -1.79219 -1.06116
H -1.19529 -3.59765 -0.20812
H -0.31103 -2.57511 -1.27100
H -0.15796 -2.46144 0.54101
C 2.21092 0.89621 1.50454
S 1.95786 2.60747 1.15238
C 0.98011 2.66012 -0.42795
H 2.59211 0.82424 2.53142
H 1.28883 0.31913 1.66974
H 2.86373 0.29882 0.87239
H 1.54199 3.08122 -1.25294
H 0.20259 3.38216 -0.18320
H 0.46989 1.70642 -0.49970
*
```

Most stable structure - *b*; separation to the second - 34.6 kJ/mol.

*a*
Density functional theory data (ωB97M-V/def2-TZVPD) for a 4-piece molecular cluster, C8H12N4 overall.

Values from the calculation:
<S²>	0.7501
orbital gap (alpha / beta)	1.97 / 11.11	eV

Structure (ORCA input):
```
! RIJCOSX wB97M-V def2-TZVPD def2/J DEFGRID3
* xyz -1 2
C -0.22015 2.29781 2.36530
C -0.76418 3.63946 2.20054
N -1.13224 4.73679 2.06433
H -1.03878 1.72690 2.80350
H 0.71130 2.33592 2.93014
H 0.04925 2.01302 1.34824
C 1.50047 -6.85501 0.01874
C 0.90699 -5.53874 0.38579
N 0.52069 -4.49467 0.63382
H 1.17965 -7.03301 -1.00766
H 1.13309 -7.66084 0.65417
H 2.57708 -6.68645 -0.00591
C -1.26672 4.30424 -1.64159
C -0.65491 5.63870 -1.82949
N -0.15542 6.65997 -1.97293
H -0.45651 3.59173 -1.79648
H -2.14481 4.17166 -2.27365
H -1.61659 4.18992 -0.61562
C 0.18066 -1.68691 -0.61532
C 0.05787 -0.21952 -0.95076
N -0.03673 0.89238 -1.24902
H 1.20615 -1.89385 -0.30932
H -0.03602 -2.44023 -1.37272
H -0.50009 -1.68930 0.23596
*
```

*b*
Density functional theory data (ωB97M-V/def2-TZVPD) for a 4-piece molecular cluster, C8H12N4 overall.

Values from the calculation:
<S²>	0.7503
orbital gap (alpha / beta)	2.55 / 11.61	eV

Structure (ORCA input):
```
! RIJCOSX wB97M-V def2-TZVPD def2/J DEFGRID3
* xyz -1 2
C 10.41126 -1.69911 3.92637
C 10.60369 -0.29624 3.51640
N 10.78195 0.77785 3.21318
H 9.43739 -1.79873 4.40569
H 11.19261 -1.98496 4.63056
H 10.47630 -2.38371 3.08069
C 14.65098 -1.78591 5.20915
C 15.32343 -0.48136 5.06596
N 15.84522 0.52638 4.87626
H 14.84266 -2.46633 4.37946
H 13.58826 -1.76438 5.45057
H 15.13866 -2.21516 6.08438
C 9.77429 2.99302 0.89076
C 10.07931 1.69735 0.18246
N 10.30861 0.67456 -0.34226
H 8.81336 2.83760 1.38122
H 9.77885 3.87130 0.24523
H 10.49230 3.14818 1.69606
C 10.95390 -5.34046 5.02639
C 9.71101 -4.67468 5.39611
N 8.72716 -4.12851 5.65944
H 10.83540 -5.71758 4.01060
H 11.11535 -6.23175 5.63273
H 11.80617 -4.67328 5.15520
*
```

Most stable structure - *b*; separation to the second - 29.7 kJ/mol.